No. 1
A cluster of 2 separate species, C2H3ClSi in total, computed with ωB97M-V with the def2-TZVPD basis set.

The value obtained for the LUMO energy is -0.861 eV. The HOMO-LUMO gap is 8.05 eV. The HOMO energy comes out at -8.907 eV. Its energy above the lowest of the compared OMol25 structures with the same formula, charge and spin is 46.5 kcal/mol.

Last column: Löwdin charge in e.
Geometry (Å):
C 0.642 1.207 0.272  -0.017
C 1.064 0.093 0.344  -0.017
Si -2.806 -1.129 0.095  0.237
Cl -3.070 0.911 0.021  0.020
H 0.276 2.185 0.185  0.009
H 1.404 -0.901 0.402  0.011
H -1.578 -1.189 -0.735  -0.243

=====

No. 2
The molecule C2H4NP at a distorted geometry, computed with ωB97M-V with the def2-TZVPD basis set.

The value obtained for the LUMO energy is 0.938 eV. The HOMO-LUMO gap is 9.96 eV. The HOMO energy comes out at -9.018 eV. Its energy above the lowest of the compared OMol25 structures with the same formula, charge and spin is 70.1 kcal/mol.

Last column: Löwdin charge in e.
Geometry (Å):
P 1.675 -0.217 -0.169  0.781
C -0.050 -0.618 0.483  -0.497
C -1.380 0.289 0.015  -0.035
N -1.134 -0.828 -0.574  0.021
H 1.598 1.058 0.187  -0.169
H 1.207 0.061 -1.390  -0.149
H -0.105 -0.906 1.485  0.019
H -1.810 1.161 -0.036  0.030

=====

No. 3
A structure of composition C17H34O2P2Sn at a distorted geometry, computed with ωB97M-V with the def2-TZVPD basis set.

The value obtained for the LUMO energy (alpha / beta) is -8.859 / -8.859 eV. The HOMO-LUMO gap (alpha / beta) is 5.53 / 5.53 eV. Its charge is +2. The HOMO energy (alpha / beta) comes out at -14.389 / -14.388 eV. Its energy above the lowest of the compared OMol25 structures with the same formula, charge and spin is 65.7 kcal/mol.

Last column: Löwdin charge in e.
Geometry (Å):
P -1.612 0.801 -1.246  0.900
P -1.009 -1.793 1.244  1.037
C -0.267 -0.456 -1.282  -0.433
C -0.416 -1.773 -0.495  -0.340
H 0.587 0.096 -0.907  -0.012
H 0.053 -0.764 -2.282  0.097
H -0.950 -2.501 -1.114  0.118
H 0.566 -2.226 -0.403  0.065
C 0.436 -1.702 2.588  -0.163
H 0.060 -2.192 3.503  0.073
H 0.832 -0.696 2.772  -0.012
H 1.285 -2.326 2.272  0.078
C -0.947 -3.617 1.627  -0.194
H 0.084 -4.005 1.677  0.078
H -1.469 -4.265 0.918  0.076
H -1.330 -3.812 2.639  0.072
C -0.989 2.607 -1.172  -0.303
H -1.901 3.202 -1.270  0.070
H -0.261 2.924 -1.945  0.055
H -0.549 2.915 -0.176  -0.064
C -2.226 0.927 -2.960  -0.196
H -2.891 0.065 -3.114  0.063
H -1.462 1.027 -3.736  0.073
H -2.825 1.847 -2.896  0.060
Sn -0.503 1.415 1.322  1.296
C 2.682 -0.666 -0.531  -0.110
C 2.677 0.037 0.620  -0.156
C 3.443 1.301 0.881  -0.187
C 3.402 2.310 -0.266  -0.179
C 2.015 2.390 -0.843  -0.133
C 1.698 1.708 -1.962  -0.159
C 2.452 0.647 -2.684  -0.175
C 3.353 -0.236 -1.814  -0.168
C -2.774 1.604 1.885  -0.277
H 2.405 -1.738 -0.607  0.112
H 2.309 -0.397 1.549  0.054
H 4.513 1.180 1.167  0.144
H 2.955 1.780 1.745  0.100
H 3.645 3.292 0.172  0.128
H 4.209 2.083 -0.997  0.123
H 1.367 3.155 -0.374  0.089
H 0.854 1.949 -2.599  0.081
H 3.045 1.085 -3.499  0.142
H 1.722 -0.028 -3.157  0.103
H 3.464 -1.152 -2.423  0.122
H 4.368 0.209 -1.775  0.127
H -3.338 0.696 2.106  -0.036
H -3.245 2.126 1.049  -0.001
H -2.825 2.241 2.769  -0.010
C -4.080 -1.895 2.749  0.003
O -3.769 -2.141 1.333  -0.092
C -2.904 -1.316 0.685  -0.435
O -3.358 -0.382 -0.030  -0.028
H -4.971 -1.249 2.770  0.118
H -3.234 -1.445 3.298  0.094
H -4.373 -2.844 3.222  0.113

=====

No. 4
A cluster of 3 separate species, C32H48ClF3N2O11 in total at a distorted geometry, computed with ωB97M-V with the def2-TZVPD basis set.

The value obtained for the LUMO energy is -0.692 eV. The HOMO-LUMO gap is 8.45 eV. The HOMO energy comes out at -9.137 eV.

Last column: Löwdin charge in e.
Geometry (Å):
C 0.664 1.150 -2.236  -0.121
C 1.464 1.349 -3.552  -0.227
C 2.876 0.699 -3.311  -0.227
C 2.785 -0.833 -3.481  -0.206
C 4.029 -1.636 -3.001  -0.200
C 4.701 -1.054 -1.711  -0.200
C 3.640 -0.992 -0.592  -0.125
C 4.133 -0.464 0.760  -0.101
C 3.607 -1.076 1.910  0.015
C 3.935 -0.676 3.208  -0.209
C 3.321 -1.351 4.441  -0.057
C 1.805 -1.000 4.515  -0.710
O 1.016 -1.642 5.114  0.055
Cl 1.210 0.457 3.609  0.657
C 4.812 0.379 3.358  -0.032
C 5.376 1.000 2.217  0.004
C 5.036 0.593 0.941  -0.124
N 5.612 1.287 -0.200  0.200
C 5.256 2.469 -0.164  -0.263
O 5.020 3.616 -0.228  0.212
C 6.338 2.088 2.724  -0.324
O 7.272 2.584 2.188  0.197
N 5.852 2.315 4.068  0.049
C 4.778 3.319 4.108  -0.086
O 4.747 4.052 2.864  0.068
C 3.588 4.723 2.726  -0.721
F 3.700 5.731 1.876  0.195
F 2.652 3.894 2.206  0.145
F 3.118 5.232 3.872  0.170
C 5.355 1.082 4.611  -0.329
O 5.341 0.731 5.748  0.170
H -0.145 1.892 -2.135  0.067
H 0.255 0.130 -2.136  0.066
H 1.303 1.293 -1.345  0.061
H 1.647 2.433 -3.641  0.102
H 0.958 0.933 -4.432  0.104
H 3.576 1.155 -4.032  0.115
H 3.185 1.036 -2.312  0.077
H 1.868 -1.260 -3.044  0.105
H 2.701 -1.013 -4.569  0.113
H 4.787 -1.711 -3.799  0.107
H 3.728 -2.678 -2.780  0.104
H 5.082 -0.070 -2.014  0.083
H 5.562 -1.696 -1.480  0.119
H 2.730 -0.435 -0.858  0.103
H 3.315 -2.034 -0.412  0.123
H 2.907 -1.907 1.793  0.136
H 3.478 -2.434 4.459  0.138
H 3.765 -0.853 5.318  0.116
H 4.991 4.038 4.912  0.151
H 3.790 2.854 4.288  0.149
C -5.069 0.546 0.866  -0.112
O -4.276 0.329 2.010  -0.203
C -4.282 1.427 2.907  -0.200
C -3.920 0.961 4.301  -0.182
O -4.982 0.323 4.999  -0.127
C -5.335 -0.984 4.557  -0.180
C -4.309 -2.044 4.911  -0.200
O -3.215 -1.989 4.009  -0.204
C -2.028 -2.530 4.550  -0.113
H -4.674 1.386 0.283  0.089
H -5.029 -0.359 0.260  0.074
H -6.114 0.735 1.139  0.090
H -5.267 1.908 2.920  0.128
H -3.531 2.151 2.563  0.127
H -3.682 1.846 4.896  0.127
H -3.028 0.333 4.292  0.120
H -5.564 -0.992 3.490  0.119
H -6.262 -1.220 5.085  0.126
H -4.767 -3.039 4.825  0.127
H -3.970 -1.890 5.942  0.128
H -1.735 -1.987 5.454  0.084
H -1.237 -2.414 3.812  0.077
H -2.154 -3.596 4.776  0.090
C -4.673 -3.210 -2.743  -0.110
O -4.565 -2.004 -3.466  -0.199
C -3.632 -1.107 -2.883  -0.198
C -3.101 -0.139 -3.918  -0.176
O -2.099 -0.708 -4.756  -0.137
C -2.540 -1.643 -5.735  -0.179
C -3.285 -1.008 -6.892  -0.202
O -4.621 -0.707 -6.522  -0.203
C -5.178 0.321 -7.312  -0.113
H -5.045 -3.025 -1.729  0.086
H -5.376 -3.855 -3.267  0.088
H -3.704 -3.721 -2.698  0.088
H -2.793 -1.657 -2.441  0.129
H -4.154 -0.548 -2.094  0.115
H -2.601 0.671 -3.380  0.121
H -3.896 0.315 -4.511  0.122
H -3.115 -2.449 -5.278  0.121
H -1.625 -2.089 -6.133  0.126
H -3.320 -1.714 -7.733  0.128
H -2.760 -0.098 -7.204  0.127
H -4.590 1.241 -7.218  0.088
H -6.184 0.518 -6.945  0.088
H -5.234 0.017 -8.363  0.088

=====

No. 5
A structure of composition C3H2NOS2 at a distorted geometry, computed with ωB97M-V with the def2-TZVPD basis set.

The value obtained for the LUMO energy is 3.391 eV. The HOMO-LUMO gap is 7.01 eV. Its charge is -1. The HOMO energy comes out at -3.619 eV. Its energy above the lowest of the compared OMol25 structures with the same formula, charge and spin is 75.9 kcal/mol.

Last column: Löwdin charge in e.
Geometry (Å):
C -0.240 -1.213 0.175  -0.605
C 1.380 -0.198 0.339  -1.249
C -1.079 0.855 -0.223  -0.391
N -1.254 -0.543 -0.170  -0.042
O -0.222 -2.429 0.157  -0.049
S 2.840 -0.613 0.658  0.521
S 0.927 1.184 -0.449  0.734
H -1.548 1.488 -1.104  0.092
H -0.803 1.469 0.616  -0.011

=====

No. 6
The molecule C18H20N2O5S at a distorted geometry, computed with ωB97M-V with the def2-TZVPD basis set.

The value obtained for the LUMO energy is 0.572 eV. The HOMO-LUMO gap is 8.48 eV. The HOMO energy comes out at -7.903 eV. Its energy above the lowest of the compared OMol25 structures with the same formula, charge and spin is 27.0 kcal/mol.

Last column: Löwdin charge in e.
Geometry (Å):
C 2.465 -3.600 1.064  -0.075
C 3.424 -2.419 1.018  -0.246
N 2.705 -1.155 0.987  -0.233
C 3.426 0.004 0.476  -0.093
C 2.652 0.586 -0.717  -0.449
O 3.047 0.482 -1.858  0.074
N 1.497 1.165 -0.318  0.123
C 0.448 1.662 -1.097  -0.222
C 0.527 1.808 -2.480  -0.008
C -0.552 2.313 -3.177  0.012
C -1.724 2.668 -2.522  -0.207
C -1.819 2.484 -1.139  -0.197
C -0.730 1.993 -0.436  0.065
O -2.967 2.767 -0.442  -0.025
C -4.093 2.952 -1.270  -0.151
C -3.731 3.833 -2.465  -0.154
O -2.758 3.196 -3.259  -0.031
S 1.721 -0.891 2.318  0.701
O 1.502 0.533 2.413  -0.294
O 2.217 -1.560 3.486  -0.267
C 0.149 -1.612 1.848  -0.281
C -0.635 -2.177 2.835  -0.054
C -1.889 -2.667 2.508  -0.063
C -2.344 -2.580 1.202  -0.070
C -1.549 -2.010 0.220  -0.056
C -0.293 -1.522 0.542  -0.066
H 3.031 -4.524 0.976  0.081
H 1.925 -3.613 2.007  0.062
H 1.752 -3.545 0.246  0.080
H 4.089 -2.455 1.891  0.122
H 4.024 -2.474 0.107  0.127
H 3.522 0.762 1.260  0.125
H 4.420 -0.292 0.139  0.133
H 1.325 1.162 0.688  0.091
H 1.432 1.535 -2.995  0.100
H -0.505 2.450 -4.245  0.122
H -0.816 1.869 0.633  0.132
H -4.861 3.417 -0.650  0.132
H -4.452 1.980 -1.636  0.138
H -4.596 4.003 -3.108  0.132
H -3.348 4.796 -2.099  0.139
H -0.248 -2.228 3.841  0.117
H -2.509 -3.113 3.270  0.108
H -3.323 -2.958 0.948  0.106
H -1.904 -1.943 -0.797  0.111
H 0.342 -1.085 -0.211  0.106

=====

Number 1: E_tot -827.58837 a.u.. Number 2: E_tot -474.56192 a.u.. Number 3: E_tot -1714.75897 a.u.. Number 4: E_tot -2944.95936 a.u.. Number 5: E_tot -1041.86370 a.u.. Number 6: E_tot -1581.80408 a.u..